Entry from the Open Molecules 2025 dataset: a single C5H5NO molecule (the ωB97M-V functional and the def2-TZVPD basis).

Summary:
DFT total energy = -8798.7122 eV
HOMO energy = -8.21 eV
Strongest force on any atom = 0.73 eV/A
Energy relative to the best compared isomer or geometry (same formula, charge and spin) = 108.54 kcal per mole

```
12
C5H5NO (the ωB97M-V functional and the def2-TZVPD basis)
C 0.31458 0.37456 -1.57902
H 1.53423 -1.40867 -1.28143
H 1.14485 1.05400 1.40568
C 0.00257 -0.49378 0.28000
C -1.08081 0.48692 -0.37712
N -0.53905 1.24582 -1.73771
H -1.32520 1.34815 0.23728
H -0.46623 -1.44705 0.54971
C 0.67373 0.05590 1.53041
O 0.74120 -0.54603 2.57448
C 0.95403 -0.58662 -0.91309
H -1.95391 -0.08321 -0.68918
```

Want to see where the charge sits? The Mulliken charges in e are: 0.3546, 0.3334, 0.3488, 0.4172, -0.4354, -0.5453, 0.3335, 0.3488, -0.1282, -0.4687, -0.8063, 0.2476

=====

Entry from the Open Molecules 2025 dataset: 3 unconnected molecules or ions with the total composition C26H37NO11 at a distorted geometry (the ωB97M-V functional and the def2-TZVPD basis).

Summary:
DFT total energy = -51571.7317 eV
Structure (SMILES) = C=C[C@@H](OCN)[C@@H](C)OCOC[C@H](C)CC(C)C.O=C1C=C(O)C(=O)C=C1O.O=C1C=C(O)C(=O)C=C1O
HOMO energy = -8.95 eV
Strongest force on any atom = 1.02 eV/A
Energy relative to the best compared isomer or geometry (same formula, charge and spin) = 0.00 kcal per mole

```
75
C26H37NO11 (the ωB97M-V functional and the def2-TZVPD basis)
O -11.12720 -3.17645 -4.18762
H 0.52734 1.43674 1.81976
C 3.99674 1.62394 -1.73798
C -3.85050 -1.98545 1.33442
O -9.21286 -4.29859 -5.51692
C 2.17960 0.27774 1.09521
O 8.14600 2.32722 0.00865
H 3.96413 0.73796 -2.38837
C -0.95479 2.08948 -0.42273
H 7.15895 2.19965 -2.06348
H 1.06671 3.92997 -0.72841
H -1.17482 2.62236 -1.34850
C -7.51919 -4.16384 -2.41365
H -10.95573 -3.47754 -5.10455
H 2.81994 -1.79108 1.49719
C -7.68391 -4.42713 -3.71996
H -1.48474 1.13505 -0.43746
H 8.39911 4.39053 0.00270
H 3.18876 2.29862 -2.04269
H -2.05612 0.01026 3.85596
H -6.90785 -4.87143 -4.32671
H 4.82507 1.73020 2.09183
H -3.33290 -2.56942 0.58634
O 3.82051 1.25447 -0.39077
H 1.08339 -1.54671 1.64025
C -8.94198 -4.09980 -4.34559
C 1.20042 3.21998 0.09109
O 5.16542 2.34498 -1.88707
C -3.78101 -0.41550 3.34335
H 7.48562 -0.09785 -1.60062
H 0.68653 3.64891 0.95446
C -3.06589 -1.22403 2.27849
N 8.05750 3.80262 1.95031
C 2.97160 0.12966 -0.19995
H -6.51632 -4.10675 -0.83823
C 6.73844 2.08970 -0.00574
C 6.51477 1.02311 1.04241
C 8.58464 3.52685 0.65019
H 6.22626 0.04634 -2.80595
H -1.34698 2.67108 0.41511
H 2.26383 3.12208 0.31046
C -10.02848 -3.45080 -3.50777
H 9.66540 3.40218 0.71826
H 5.77205 -0.35842 -1.14989
C 6.45898 0.23246 -1.75564
C -5.90639 -1.11249 2.47438
C 0.55725 1.87285 -0.24447
C -5.18759 -1.93833 1.42285
H 0.92406 1.48716 -1.19823
H 6.17074 2.99226 0.23125
C 0.76127 0.87826 0.90569
O -2.96170 0.22623 4.16056
H 7.97896 2.97201 2.51995
O -6.00252 -2.59433 0.61307
H 3.59703 -0.76967 -0.14754
C -9.87027 -3.19221 -2.20070
H 2.71282 0.93428 1.78301
C -5.11792 -0.36608 3.42992
H 5.98271 0.62042 3.03579
H -5.63460 0.20982 4.18433
H 0.01715 0.08214 0.84006
O -1.84801 -1.17594 2.29130
H 2.30664 -0.00726 -1.05755
H -10.64187 -2.73673 -1.59662
H -6.92395 -2.39335 0.88566
O -6.40005 -4.41611 -1.75944
C -8.62073 -3.54236 -1.57020
O -8.37830 -3.37726 -0.38620
H 7.17853 4.29766 1.93142
O -7.12233 -1.13520 2.44327
H 2.15196 -0.96427 2.89876
C 2.05463 -1.08354 1.81897
C 6.38218 1.72218 -1.46501
H 7.07840 0.10732 0.88009
C 5.73546 1.13920 2.11544
```

Want to see where the charge sits? The Mulliken charges in e are: -0.5739, 0.3377, -0.5034, -0.8896, -0.6302, 1.2182, -0.3536, 0.4252, -1.6876, 0.4334, 0.3455, 0.4145, 0.3751, 0.3777, 0.4005, -0.9412, 0.4053, 0.3548, 0.1391, 0.3494, 0.4425, 0.2315, 0.4644, 0.1591, 0.3145, 1.0652, -1.5136, -0.4853, 0.2406, 0.4379, 0.4511, 1.1543, -0.5819, -1.1522, 0.3710, 0.5900, -0.4989, -0.4170, 0.4450, 0.3269, 0.2336, 0.3504, 0.2859, 0.2284, -1.5857, 1.0666, 1.1529, 0.0002, 0.1878, 0.3130, -1.2571, -0.5947, 0.2965, -0.4155, 0.2084, -1.0801, 0.0211, -1.0553, 0.3047, 0.4440, 0.2173, -0.5444, 0.5508, 0.4429, 0.3976, -0.5401, 1.0198, -0.6573, 0.2837, -0.6272, 0.3418, -1.5219, 0.0981, 0.3247, -0.9329

=====

- What is the strongest force on any atom in the first record?
  0.73 eV/A